# 1
A cluster of 3 separate species, C3H10O4 in total. Source: OMol25; level of theory: ωB97M-V with the def2-TZVPD basis set.

Kohn-Sham gap   0.37438 hartree
Structure (SMILES)   CCC(=O)O.O.O

Each line ends with the Mulliken charge.
Element x y z (Å)
C: -0.918 0.614 -1.393  -1.28
C: -0.945 0.511 0.122  0.03
C: 0.422 0.159 0.798  0.45
O: 0.565 0.349 1.969  -0.54
O: 1.454 -0.321 0.055  -0.45
H: -1.972 0.634 -1.665  0.38
H: -0.433 1.535 -1.711  0.33
H: -0.508 -0.256 -1.901  0.34
H: -1.558 -0.315 0.489  0.14
H: -1.134 1.373 0.758  0.30
H: 1.680 0.239 -0.699  0.30
O: 3.490 -0.167 -1.838  -0.61
H: 3.903 0.721 -1.752  0.31
H: 4.145 -0.749 -2.222  0.29
O: -2.569 -1.509 2.629  -0.61
H: -2.868 -0.670 3.056  0.31
H: -2.752 -2.146 3.303  0.30


# 2
A cluster of 3 separate species, C3H10O4S in total. Source: OMol25; level of theory: ωB97M-V with the def2-TZVPD basis set.

Kohn-Sham gap   0.35755 hartree
Structure (SMILES)   O=C(O)CCS.O.O

Each line ends with the Mulliken charge.
Element x y z (Å)
O: -2.736 0.030 -1.913  -0.56
C: -2.381 -0.348 -0.821  0.36
O: -3.061 -0.062 0.282  -0.44
C: -1.205 -1.220 -0.395  -0.51
C: 0.060 -0.418 -0.128  -0.47
S: 1.666 -1.279 -0.055  -0.20
H: -3.968 0.259 0.297  0.35
H: -1.413 -1.826 0.465  0.38
H: -0.865 -1.934 -1.158  0.43
H: 0.056 0.216 0.807  0.33
H: 0.130 0.050 -1.159  0.23
H: 1.193 -2.503 -0.022  0.10
O: -0.596 2.549 -1.646  -0.62
H: -1.351 3.132 -1.816  0.32
H: -1.097 1.742 -1.876  0.29
O: 5.324 0.548 3.335  -0.64
H: 5.814 0.205 2.589  0.32
H: 4.431 0.857 3.215  0.32


# 3
An isolated molecule of C3H10O4SSi. Source: OMol25; level of theory: ωB97M-V with the def2-TZVPD basis set.

Kohn-Sham gap   0.35243 hartree

Each line ends with the Mulliken charge.
Element x y z (Å)
C: -1.319 -0.072 2.168  -1.07
C: -0.285 -0.028 1.012  -0.31
C: 0.348 1.359 0.933  -0.71
O: 2.862 0.645 0.327  -0.51
O: 1.057 0.258 -1.428  -0.04
O: 1.638 0.523 -4.135  -0.44
O: 2.108 -1.710 -2.818  -0.47
Si: 1.071 -0.438 -2.983  0.31
S: 1.802 1.338 -0.356  0.54
H: -1.163 0.821 2.823  0.32
H: -2.336 0.100 1.647  0.25
H: -1.516 -1.072 2.628  0.32
H: -0.778 -0.334 0.072  0.24
H: 0.492 -0.817 1.065  0.35
H: -0.191 2.244 0.547  0.33
H: 0.796 1.497 1.968  0.39
H: 1.708 1.422 -4.098  0.30
H: 2.280 -2.139 -3.694  0.29
H: -0.197 -1.007 -3.338  -0.11


# 4
A cluster of 2 separate species, C3H10OS in total. Source: OMol25; level of theory: ωB97M-V with the def2-TZVPD basis set.

Kohn-Sham gap   0.35838 hartree
Structure (SMILES)   CCCS.O

Each line ends with the Mulliken charge.
Element x y z (Å)
C: -0.380 2.234 -0.915  -1.18
C: -0.162 1.011 -0.003  -0.20
C: 1.122 1.097 0.769  -0.80
S: 1.626 -0.471 1.555  -0.21
H: 0.091 2.169 -1.878  0.32
H: -0.014 3.094 -0.364  0.32
H: -1.440 2.403 -1.020  0.34
H: -0.941 0.952 0.760  0.29
H: -0.163 0.069 -0.565  0.27
H: 0.986 1.764 1.609  0.36
H: 1.984 1.520 0.246  0.38
H: 0.484 -0.632 2.229  0.10
O: -1.044 -5.304 -1.063  -0.64
H: -1.410 -4.415 -1.183  0.32
H: -0.739 -5.490 -0.178  0.32


# 5
A structure of composition C3H10OS. Source: OMol25; level of theory: ωB97M-V with the def2-TZVPD basis set.

Kohn-Sham gap   0.21059 hartree

Each line ends with the Mulliken charge.
Element x y z (Å)
C: -0.548 0.367 2.263  -0.38
C: -1.717 0.273 1.457  -0.26
S: 1.242 0.477 -0.313  -0.51
C: 0.253 0.869 -1.769  -0.77
H: -0.570 0.756 1.058  0.07
H: -0.671 1.209 2.940  0.28
H: -0.006 -0.483 2.627  0.29
H: -1.837 -0.680 0.951  0.28
H: -2.619 0.845 1.322  0.29
H: 0.908 0.824 -2.654  0.28
H: -0.203 1.858 -1.839  0.27
H: -0.535 0.121 -1.962  0.29
H: 0.272 -2.720 -1.267  0.27
H: 0.140 -1.403 -0.469  0.24
O: -0.376 -2.148 -0.856  -0.64


# 6
A cluster of 2 separate species, C3H10OS in total. Source: OMol25; level of theory: ωB97M-V with the def2-TZVPD basis set.

Expectation value of S²   0.753
Total charge   +1
Kohn-Sham gap (spin up / spin down)   0.44451 / 0.25876 hartree
Spin multiplicity   2

Each line ends with the Mulliken spin population.
Element x y z (Å)
C: -1.509 0.872 1.423  0.06
C: -0.254 0.615 0.481  -0.03
S: -0.629 -0.264 -1.047  0.90
C: 0.176 -1.868 -0.738  -0.03
H: -2.511 0.677 1.030  0.00
H: -1.289 0.306 2.327  0.00
H: -1.327 1.861 1.876  0.00
H: 0.482 1.404 0.539  0.02
H: 0.286 -0.131 1.083  0.00
H: 1.302 -1.758 -0.772  0.04
H: -0.057 -2.404 -1.682  0.00
H: -0.276 -2.333 0.151  0.03
H: 1.464 1.685 -1.755  0.00
H: 1.958 0.205 -1.483  -0.01
O: 2.183 1.133 -1.435  0.02


# 7
A cluster of 2 separate species, C3H10OS2 in total. Source: OMol25; level of theory: ωB97M-V with the def2-TZVPD basis set.

Kohn-Sham gap   0.32487 hartree
Structure (SMILES)   CCCSS.O

Each line ends with the Mulliken charge.
Element x y z (Å)
C: -1.457 -0.492 0.770  -1.05
C: -1.093 0.780 0.117  -0.24
C: -0.283 0.686 -1.313  -0.80
S: 1.574 0.720 -1.127  -0.04
S: 2.274 2.534 -0.705  -0.19
H: -0.727 -0.859 1.611  0.33
H: -2.508 -0.759 0.987  0.30
H: -1.068 -1.295 0.306  0.23
H: -0.695 1.542 0.839  0.35
H: -1.879 1.580 -0.306  0.25
H: -0.683 1.553 -1.832  0.37
H: -0.681 -0.246 -1.762  0.36
H: 3.005 2.231 0.312  0.14
O: 1.541 -2.418 0.976  -0.55
H: 0.718 -2.424 0.451  0.27
H: 1.961 -3.131 0.677  0.27


# 8
A cluster of 2 separate species, C3H10OS2 in total. Source: OMol25; level of theory: ωB97M-V with the def2-TZVPD basis set.

Kohn-Sham gap   0.35459 hartree
Structure (SMILES)   CCCSS.O

Each line ends with the Mulliken charge.
Element x y z (Å)
C: -2.110 -0.647 -0.040  -1.21
C: -0.724 -1.012 0.540  -0.37
C: 0.353 -1.040 -0.557  -0.55
S: 1.660 0.153 -0.201  -0.06
S: 2.921 0.046 -1.844  -0.25
H: -2.268 -1.229 -0.945  0.35
H: -2.928 -0.968 0.604  0.35
H: -2.066 0.406 -0.289  0.31
H: -0.774 -2.000 0.973  0.30
H: -0.464 -0.290 1.300  0.24
H: -0.070 -0.783 -1.509  0.39
H: 0.792 -2.034 -0.631  0.36
H: 2.397 1.095 -2.481  0.15
O: 1.352 2.851 1.995  -0.62
H: 0.641 2.203 1.971  0.30
H: 1.288 3.249 1.113  0.31


Looking at energy above the lowest of the compared OMol25 structures with the same formula, charge and spin for the records above, in order, we have 20.23, 24.88, 15.02, 6.33, 110.42, 27.05, 58.25, 6.35 kcal per mole.